{"formula": "C30H41As3N4O6Zr", "method": "ωB97M-V/def2-TZVPD", "elements": ["N", "C", "C", "H", "H", "H", "H", "C", "C", "H", "H", "H", "O", "O", "C", "H", "H", "H", "H", "H", "H", "H", "H", "H", "H", "C", "C", "H", "O", "N", "C", "H", "H", "C", "C", "C", "N", "H", "H", "H", "C", "C", "C", "H", "N", "H", "C", "C", "O", "H", "H", "C", "H", "C", "C", "H", "Zr", "H", "C", "C", "C", "C", "C", "H", "As", "C", "H", "H", "As", "H", "H", "C", "As", "H", "H", "C", "O", "H", "H", "C", "C", "H", "C", "O", "H"], "positions_angstrom": [[0.2252, 2.2280, -1.2266], [5.3864, 0.4049, 0.4216], [0.2989, 2.1782, -2.5777], [-2.2474, 4.6499, 0.5052], [-2.3983, 5.0368, 5.2554], [2.3795, 4.6470, -1.9623], [-2.3520, 2.8447, -1.8820], [1.7491, -0.3091, 0.3355], [-0.9380, 1.7183, 3.9359], [7.0080, -0.7095, -0.4463], [-1.1741, -2.7790, -1.0673], [-6.7670, 0.2107, 1.5622], [7.4464, 1.3085, 0.8793], [4.8439, -3.5456, -1.9979], [3.1942, -0.4871, 0.1243], [-1.5223, -2.7321, 2.6725], [-3.3649, 4.2204, 1.8079], [-2.5479, 0.7755, 5.0104], [-5.7490, 0.0537, 2.9978], [1.6174, 2.0908, 3.2114], [-2.9322, -2.5416, -1.0998], [-3.5498, 2.8999, 5.7430], [-3.9491, 2.1078, -1.7014], [-5.8144, -4.5519, 0.1498], [-3.9511, 4.3052, 0.1293], [1.6791, 3.8259, -1.9637], [0.9879, 2.9111, 2.8571], [1.5428, 3.8388, 2.9970], [1.3077, 0.0984, 1.4700], [5.6418, -2.7345, -1.5760], [-4.9568, -0.5327, -0.3386], [-0.4032, -1.3709, 2.8723], [-6.1057, -3.3663, 1.4166], [-7.6201, -1.9509, -0.6302], [-2.1000, 1.7100, 4.6974], [-4.3709, 1.3970, 1.1677], [6.2554, 1.4815, 0.9462], [3.6440, 1.3088, 1.2435], [-0.3065, 5.0436, 3.9595], [-4.0336, -0.4219, -0.9211], [5.9394, -0.6421, -0.2928], [-5.4850, -3.5932, 0.5514], [5.0810, -1.5996, -0.8032], [2.0334, 4.2417, 0.8342], [0.7215, 2.7155, 1.4197], [-0.0414, -2.6441, 1.7087], [-2.6449, 2.9048, 5.1494], [-3.5328, -0.9571, 1.7059], [0.8970, -0.4174, -0.6004], [-4.4457, -3.7089, 0.8511], [-0.4568, 0.7754, 3.6624], [-4.6691, -0.1171, 1.1101], [-0.2888, 1.4759, -3.1498], [3.7127, -1.5314, -0.6299], [-5.9140, -0.3219, 1.9856], [-7.8715, -1.8851, 0.4273], [-0.2092, 1.0429, 0.4683], [1.3862, 3.3323, -4.1051], [-2.0664, -2.6686, -0.4526], [-0.8448, -2.0568, 2.1532], [1.3297, 3.4670, 0.5354], [-0.8267, 4.1099, 4.1372], [-0.2910, 2.9227, 3.6599], [-7.9176, -1.0317, -1.1329], [-5.7176, -2.3140, -0.9370], [4.0305, 0.4852, 0.6609], [-3.8850, -1.9777, 1.8469], [-2.1911, -3.5574, 0.1615], [-2.6588, 2.1553, 0.5241], [-6.1727, -1.3772, 2.0517], [-5.6735, 0.1710, -0.7719], [-3.1106, 4.0384, 0.7660], [-1.8192, -1.1200, 0.7211], [-2.5070, 1.0806, -1.8088], [3.0825, -2.2942, -1.0664], [-2.9005, 2.0246, -1.4231], [6.8405, -2.7504, -1.7251], [-4.4349, 1.7403, 2.2019], [-5.1370, 1.9359, 0.6071], [-2.0056, 4.1040, 4.8724], [1.1672, 3.1462, -3.0669], [-3.2585, -0.5665, 2.6885], [1.1051, 3.2437, -0.8308], [5.6880, 2.4603, 1.3987], [-8.1859, -2.7710, -1.0705]], "lowdin_charge": [-0.147, -0.084, -0.110, 0.035, 0.120, 0.130, 0.031, -0.538, -0.076, 0.148, 0.039, 0.102, 0.141, 0.107, -0.095, 0.053, 0.033, 0.111, 0.095, 0.127, -0.010, 0.117, 0.051, 0.029, 0.051, 0.026, -0.137, 0.131, -0.136, -0.341, -0.381, 0.011, 0.020, -0.330, -0.076, -0.304, -0.340, 0.128, 0.123, 0.012, 0.125, -0.329, -0.081, 0.160, -0.148, 0.048, -0.062, -0.304, -0.102, -0.011, 0.094, -0.664, 0.125, 0.099, -0.043, 0.018, 1.464, 0.119, -0.236, -0.251, -0.047, -0.025, -0.235, 0.025, 1.149, 0.084, 0.065, 0.045, 1.067, 0.063, 0.070, -0.240, 1.104, 0.016, 0.143, -0.284, 0.132, 0.077, 0.096, -0.050, -0.024, 0.078, -0.312, 0.086, 0.027], "relative_energy_kcal_mol": 4.3, "homo_lumo_gap_ev": 6.141, "charge": 2, "homo_energy_ha": -0.487, "max_force_ev_per_a": 2.342}